# 1
The following is a DFT calculation (the ωB97M-V functional and the def2-TZVPD basis) of a cluster of 2 separate species, C14H20N2O in total.

XYZ file:
```
37
C14H20N2O | the OMol25 dataset | the ωB97M-V functional and the def2-TZVPD basis
C -2.39773 2.08912 1.30990
C -1.13994 2.25233 0.54712
C -1.08014 2.71577 -0.74846
N 0.23327 2.66001 -1.15999
C 1.02218 2.04654 -0.19311
C 2.40531 1.78140 -0.23724
C 2.97991 1.43379 0.98904
C 2.13370 1.08052 2.01235
C 0.80045 1.35603 2.04107
C 0.17347 1.85996 0.92739
H -2.89639 1.14875 1.02008
H -2.97549 2.99021 1.49454
H -2.10737 1.95572 2.35729
H -1.93261 3.05631 -1.30927
H 0.61617 2.79304 -2.07911
H 2.93327 2.09342 -1.12684
H 4.05901 1.34322 1.03562
H 2.65872 0.56471 2.81240
H 0.24158 0.98822 2.91860
C 0.70514 -2.35861 1.36723
C 0.74017 -3.02416 -0.15170
N -0.55094 -3.03949 -0.93748
C -1.54908 -3.90943 -0.27426
C -0.81285 -1.79961 -1.48085
C -2.26321 -1.52412 -1.98003
O 0.01866 -0.96066 -1.74573
H 1.25239 -3.09548 1.93343
H -0.35778 -2.17375 1.58797
H 1.19451 -1.35929 1.19090
H 1.48514 -2.60074 -0.78746
H 0.78034 -4.04820 0.21095
H -2.63497 -3.87263 -0.37157
H -1.39474 -4.82786 -0.82623
H -1.25078 -4.15609 0.75234
H -2.22178 -0.75016 -2.76489
H -2.62144 -2.35443 -2.61962
H -2.84228 -1.11749 -1.15073
```

Computed properties:
Relative energy (zero: lowest compared OMol25 entry of this formula, charge and spin): 262.4 kJ/mol
Gap between HOMO and LUMO: 8.39 eV
HOMO level: -7.557 eV
LUMO level: 0.837 eV
M: 232.3 g/mol

---

# 2
The following is a DFT calculation (the ωB97M-V functional and the def2-TZVPD basis) of a cluster of 4 separate species, C18H48BO6P in total.

XYZ file:
```
74
C18H48BO6P | the OMol25 dataset | the ωB97M-V functional and the def2-TZVPD basis
C -3.03702 0.55228 -1.51262
C -1.88124 0.20476 -0.50721
O -0.72180 0.93586 -0.92978
B 0.44804 0.17236 -0.94924
O 1.39230 0.50041 -1.95229
P 0.91971 -1.22853 0.27881
O 0.90172 -2.39988 -1.04282
C 1.10563 0.05796 1.68864
C 0.69796 -0.56820 3.07509
C 0.79499 0.52050 4.19866
C 1.67187 -1.78277 3.41289
H -2.91514 0.00435 -2.46612
H -2.98436 1.64067 -1.68788
H -4.01674 0.28884 -1.06406
H -1.77503 -0.89364 -0.53539
H -2.19430 0.61148 0.47153
H 2.25140 0.16677 -1.69621
H 2.29660 -1.55539 0.45998
H -0.15739 -1.89650 0.94383
H 0.41867 -3.18995 -0.79019
H 2.13955 0.45445 1.78070
H 0.42552 0.92696 1.52954
H -0.32984 -0.97891 2.98000
H 1.86669 0.58935 4.47450
H 0.26859 0.20114 5.12320
H 0.38803 1.49576 3.86982
H 1.06164 -2.70731 3.46292
H 2.48628 -1.87625 2.67063
H 2.08808 -1.56630 4.41738
C -0.57301 2.19890 -6.10639
C -1.08397 0.90615 -5.49652
O -2.50039 0.80414 -5.47812
C -3.14821 0.84686 -6.73741
C -2.72913 -0.26723 -7.68024
H -0.98151 3.05979 -5.57358
H 0.51614 2.23783 -6.05111
H -0.85760 2.29705 -7.15548
H -0.76349 0.85348 -4.45469
H -0.64821 0.03535 -5.99815
H -3.00931 1.82851 -7.20270
H -4.21617 0.75319 -6.53121
H -1.66819 -0.21332 -7.92976
H -3.29387 -0.20810 -8.61238
H -2.90870 -1.24227 -7.22280
C -5.60887 4.05981 4.29426
C -4.44663 3.20191 4.76159
O -4.34367 1.96137 4.08214
C -4.15387 2.03353 2.67981
C -2.88962 2.76733 2.26905
H -6.55080 3.51884 4.40365
H -5.66207 4.97759 4.88254
H -5.51272 4.34186 3.24467
H -4.58518 2.95761 5.81581
H -3.50085 3.75042 4.69351
H -5.03540 2.47098 2.19929
H -4.09466 1.00066 2.32935
H -2.90186 3.81164 2.58528
H -2.77586 2.75012 1.18335
H -2.01190 2.29905 2.72127
C 7.45476 -3.45102 2.07219
C 5.96788 -3.44146 2.37847
O 5.26576 -2.37302 1.76387
C 5.30741 -2.33115 0.34712
C 4.72496 -3.56392 -0.32018
H 7.91302 -2.50759 2.37513
H 7.94565 -4.26607 2.60680
H 7.65196 -3.58437 1.00743
H 5.82597 -3.31689 3.45308
H 5.50593 -4.39901 2.11504
H 6.32950 -2.14279 0.00215
H 4.71951 -1.45823 0.05411
H 5.28350 -4.46778 -0.07063
H 4.74069 -3.45245 -1.40550
H 3.69267 -3.71758 0.00156
```

Computed properties:
Gap between HOMO and LUMO: 9.58 eV
HOMO level: -8.904 eV
LUMO level: 0.679 eV
M: 402.4 g/mol

---

# 3
The following is a DFT calculation (the ωB97M-V functional and the def2-TZVPD basis) of a structure of composition C32H72IrN14O4PS.

XYZ file:
```
125
C32H72IrN14O4PS | the OMol25 dataset | the ωB97M-V functional and the def2-TZVPD basis
Ir -0.08630 0.49690 -0.01810
C -2.56760 1.54250 -3.05870
N -3.39480 1.60550 -1.88130
C -4.34350 2.69460 -1.86130
C -3.38460 0.62860 -0.95420
N -2.27540 -0.06960 -0.72820
C -2.48730 -1.43510 -0.27790
C -1.35980 -2.31260 -0.80360
N -0.08160 -1.95560 -0.17820
C -0.03640 -2.41590 1.22280
C 0.22260 -1.26930 2.21080
N -0.75640 -0.21520 2.06380
C -1.40840 0.25390 3.09880
N -1.39050 -0.39830 4.32350
C -0.92930 0.27250 5.51300
C -1.83470 -1.76010 4.47370
N -2.19750 1.34160 3.02050
C -2.02080 2.34540 2.00870
C -3.09720 1.69760 4.09640
C 1.00210 -2.51280 -0.99630
C 2.41210 -2.17600 -0.52630
N 2.68360 -0.75560 -0.48750
C 3.83760 -0.35330 -0.05990
N 4.21370 0.94940 -0.18090
C 5.10060 1.54390 0.78330
C 3.44120 1.86200 -0.97200
N 4.85930 -1.17270 0.43530
C 6.12970 -1.18270 -0.25500
C 4.70630 -2.17010 1.45860
N -4.56150 0.36520 -0.32280
C -5.82640 0.29150 -1.02440
C -4.65070 0.03870 1.08000
H -1.92770 2.42290 -3.12180
H -3.20370 1.52460 -3.94800
H -1.96820 0.63650 -3.01840
H -3.82110 3.61860 -2.11500
H -4.77490 2.80250 -0.87120
H -5.14740 2.55180 -2.58740
H -3.43530 -1.81240 -0.67610
H -2.51140 -1.49600 0.81460
H -1.28290 -2.15220 -1.88010
H -1.60500 -3.36840 -0.62680
H 0.74240 -3.17140 1.35760
H -0.98700 -2.88840 1.48220
H 1.19690 -0.82020 1.99080
H 0.25350 -1.67360 3.22380
H -0.51930 1.24470 5.24750
H -0.14000 -0.33010 5.97220
H -1.73060 0.38920 6.24880
H -2.15870 -2.16290 3.51760
H -2.68190 -1.79440 5.16470
H -1.05490 -2.39990 4.89550
H -1.68520 1.88220 1.07690
H -1.23840 3.04650 2.32970
H -2.95490 2.87780 1.84880
H -3.52060 0.80650 4.55180
H -3.90820 2.29380 3.68670
H -2.59920 2.29250 4.86170
H 0.86560 -2.16200 -2.01880
H 0.91980 -3.60910 -1.01070
H 3.10560 -2.66320 -1.22480
H 2.56460 -2.63920 0.44970
H 5.74870 0.80170 1.23870
H 4.50500 2.01500 1.57740
H 5.71030 2.30900 0.30510
H 3.36630 1.48180 -1.99230
H 3.94230 2.82730 -0.98820
H 2.44740 1.99360 -0.53100
H 6.20970 -0.33070 -0.92570
H 6.24980 -2.09590 -0.84710
H 6.95220 -1.15540 0.46320
H 3.85730 -1.93620 2.09970
H 5.60910 -2.17700 2.07480
H 4.60610 -3.18700 1.05890
H -5.67980 0.33830 -2.09800
H -6.50880 1.08430 -0.71610
H -6.29920 -0.66570 -0.79310
H -3.71040 0.25930 1.57190
H -4.91990 -1.00820 1.24320
H -5.43120 0.65580 1.52930
C 1.79090 1.16630 -5.28250
C 1.35720 2.11510 -4.24390
N 1.31600 3.39790 -4.36340
N 0.81290 3.88970 -3.22110
C 0.51100 2.91180 -2.34810
S -0.19680 3.05120 -0.83810
N 0.87640 1.75330 -2.98820
N 0.75820 0.49920 -2.40240
H 2.05020 1.73110 -6.17450
H 0.98780 0.47450 -5.53620
H 2.66170 0.59080 -4.97120
H 0.71250 4.88780 -3.10180
H 1.65770 0.12690 -2.06320
H 0.32590 -0.15220 -3.05370
C 1.75630 5.65920 2.73820
C 2.54020 5.08190 1.57080
C 4.04160 5.10060 1.86880
C 2.25720 5.85640 0.28000
O 2.11160 3.73810 1.27140
P 1.70030 2.56850 2.26320
O 0.54580 2.78530 3.17670
O 1.52100 1.39650 1.30060
O 3.09200 2.35270 3.05050
C 3.27340 1.89270 4.38590
C 4.79140 1.81870 4.58260
C 2.63500 0.51590 4.54280
C 2.67150 2.87620 5.39010
H 2.01600 6.70660 2.87050
H 1.98400 5.11400 3.65050
H 0.68730 5.58000 2.55240
H 4.34510 6.11100 2.12530
H 4.61140 4.77720 1.00180
H 4.28030 4.44870 2.70320
H 2.52340 6.90080 0.40820
H 1.20090 5.77850 0.02960
H 2.84470 5.43800 -0.53450
H 5.22690 1.07240 3.92250
H 5.00650 1.55100 5.61170
H 5.25340 2.77980 4.36740
H 3.15410 -0.21760 3.92810
H 1.59780 0.58260 4.22650
H 2.68410 0.19910 5.58070
H 3.16510 3.84410 5.33620
H 2.78920 2.49400 6.39910
H 1.61420 3.00730 5.17640
```

Computed properties:
Spin multiplicity: 6
Gap between HOMO and LUMO (alpha / beta): 8.51 / 3.56 eV
HOMO level (alpha / beta): -15.329 / -15.199 eV
Total charge: +3
LUMO level (alpha / beta): -6.814 / -11.637 eV
<S²>: 8.785
M: 972.3 g/mol

---

Short version: total energy = -19868.4753 -41693.9724 -86341.6026 eV, in the order given.